w) Molecular formula: C18H58O11
Method: DFT, ωB97M-V with the def2-TZVPD basis set

Last column: Löwdin charge in e.
CARTESIAN COORDINATES (ANGSTROEM)
C -5.1890 -0.3059 -1.3697  -0.084
C -3.7792 -0.5121 -0.8497  -0.344
O -3.7328 -0.1066 0.4725  -0.087
H -5.5618 0.7079 -1.2258  0.084
H -5.9131 -1.0002 -0.9406  0.071
H -5.2909 -0.5271 -2.4336  0.067
H -3.0583 0.0297 -1.4616  0.100
H -3.5211 -1.5719 -0.7933  0.110
H -4.3673 -0.6406 0.9568  0.084
C 4.2923 0.1034 1.1157  -0.068
C 4.7368 -0.2175 -0.3082  -0.319
O 4.5633 -1.5813 -0.5991  -0.077
H 3.9548 1.1387 1.1857  0.073
H 5.0531 -0.0347 1.8825  0.076
H 3.3431 -0.4009 1.2945  0.044
H 5.7799 0.0773 -0.4356  0.109
H 4.1491 0.3314 -1.0462  0.091
H 5.0200 -1.7697 -1.4225  0.079
C 2.4626 1.5287 -4.7184  -0.097
C 2.7128 2.1752 -3.3618  -0.293
O 1.5687 2.0865 -2.4933  -0.075
H 3.2718 1.7027 -5.4286  0.073
H 1.5389 1.8769 -5.1828  0.062
H 2.3350 0.4471 -4.6641  0.045
H 3.2012 3.1254 -3.5788  0.107
H 3.5788 1.5912 -3.0412  0.086
H 1.4614 1.2456 -2.0368  0.035
C -1.8771 -2.0205 2.9180  -0.088
C -1.1689 -3.3301 2.7228  -0.307
O -0.2598 -3.4080 3.8185  -0.080
H -2.4774 -1.9789 3.8277  0.080
H -2.5293 -1.7196 2.0976  0.053
H -1.1663 -1.2087 3.0774  0.059
H -0.6187 -3.4406 1.7875  0.090
H -1.9040 -4.1369 2.6979  0.105
H 0.5700 -3.7401 3.4670  0.080
C 1.7034 -0.7481 5.2094  -0.075
C 0.5354 -0.1618 6.0144  -0.337
O 0.6868 -0.3190 7.3877  -0.066
H 1.7185 -0.4310 4.1662  0.055
H 1.7416 -1.8379 5.2244  0.063
H 2.6756 -0.4407 5.5971  0.072
H -0.4086 -0.6162 5.7074  0.100
H 0.4294 0.9058 5.8191  0.105
H 0.7231 -1.2666 7.5430  0.086
C 2.3406 -2.3835 -4.1621  -0.082
C 0.9153 -2.7292 -3.8055  -0.278
O 0.2105 -1.4935 -3.6340  -0.105
H 2.8592 -3.3446 -4.1509  0.078
H 2.8524 -1.7899 -3.4051  0.071
H 2.4733 -2.0480 -5.1899  0.081
H 0.8022 -3.2791 -2.8707  0.104
H 0.5281 -3.2807 -4.6630  0.116
H -0.7328 -1.6412 -3.7428  0.093
C 0.6529 0.3637 1.1859  -0.056
C -0.1495 -0.1556 -0.0293  -0.293
O 0.6794 -0.2578 -1.1516  -0.091
H 1.3688 -0.3657 1.5621  0.050
H -0.0213 0.7700 1.9398  0.059
H 1.2346 1.2294 0.8644  0.072
H -1.0156 0.4636 -0.2673  0.090
H -0.5975 -1.0982 0.2924  0.098
H 0.3300 -0.7854 -1.8777  0.048
C -1.3622 1.7203 -3.9756  -0.082
C -2.6037 1.3241 -4.8111  -0.298
O -3.3620 2.5116 -4.8482  -0.086
H -1.4978 1.7892 -2.8965  0.072
H -0.8039 2.5509 -4.4076  0.072
H -0.5444 0.9951 -3.9809  0.035
H -3.1265 0.5003 -4.3246  0.094
H -2.4004 0.9843 -5.8277  0.105
H -3.0296 3.1321 -5.5002  0.083
C -2.5372 2.1858 3.7352  -0.076
C -1.3907 3.1725 3.9010  -0.317
O -1.8704 4.2650 3.1569  -0.092
H -2.4653 1.7558 2.7346  0.058
H -3.5575 2.5671 3.7514  0.084
H -2.4694 1.3891 4.4770  0.068
H -0.3991 2.8885 3.5462  0.107
H -1.3201 3.4596 4.9517  0.110
H -1.4338 5.0246 3.5519  0.092
O -1.4996 3.1351 0.2807  -0.043
H -0.5450 3.2120 0.2323  0.032
H -1.7117 3.3428 1.1933  -0.008
O 1.5918 -3.3097 0.1894  -0.046
H 0.9506 -3.8517 -0.2734  0.025
H 1.6736 -2.5189 -0.3493  0.007

Its SMILES is CCO.CCO.CCO.CCO.CCO.CCO.CCO.CCO.CCO.O.O. As for the multiplicity: 1. The lowest unoccupied orbital energy is 0.007 Eh. The value obtained for the HOMO-LUMO gap is 9.95 eV.

***

x) Molecular formula: C18H58O11
Method: DFT, ωB97M-V with the def2-TZVPD basis set

Last column: Löwdin charge in e.
CARTESIAN COORDINATES (ANGSTROEM)
C -17.2454 -9.1381 23.1134  -0.068
C -17.1870 -9.2451 21.6003  -0.490
C -15.9847 -10.0869 21.1223  -0.052
O -18.3656 -9.8850 21.1036  -0.058
H -18.0713 -8.5279 23.4771  0.075
H -16.3296 -8.7211 23.5481  0.081
H -17.2586 -10.1448 23.5403  0.083
H -17.0783 -8.2537 21.1414  0.130
H -16.1420 -10.5222 20.1405  0.067
H -15.7959 -10.8787 21.8473  0.078
H -15.1553 -9.3795 21.0587  0.072
H -19.1243 -9.4338 21.4930  0.083
C -16.9556 -16.0140 17.0775  -0.058
C -16.1211 -17.0935 17.7494  -0.493
C -14.8228 -17.3637 17.0157  -0.055
O -15.8644 -16.7800 19.1202  -0.055
H -17.3048 -16.3785 16.1036  0.081
H -16.4347 -15.0891 16.8292  0.073
H -17.8532 -15.8153 17.6657  0.077
H -16.6920 -18.0286 17.7845  0.131
H -14.2312 -16.4788 16.7930  0.066
H -15.0685 -17.8601 16.0741  0.084
H -14.2343 -18.0835 17.5832  0.063
H -16.6583 -16.4543 19.5488  0.080
C -13.3775 -11.7957 19.0492  -0.032
C -12.7668 -13.1899 19.1465  -0.464
C -13.2588 -14.0867 18.0368  -0.047
O -11.3501 -13.0521 19.1062  -0.088
H -14.3897 -11.8025 19.4555  0.062
H -13.3917 -11.4132 18.0285  0.084
H -12.8429 -11.0884 19.6875  0.061
H -13.0758 -13.5862 20.1205  0.138
H -12.8649 -15.0989 18.1747  0.069
H -13.0240 -13.7544 17.0284  0.059
H -14.3432 -14.2211 18.1167  0.080
H -10.9278 -13.8859 19.3885  0.043
C -11.9467 -12.5023 23.3129  -0.065
C -11.2340 -11.4764 22.4672  -0.478
C -11.6529 -10.0539 22.8214  -0.040
O -9.8197 -11.5718 22.6601  -0.056
H -11.7733 -12.3673 24.3807  0.085
H -11.7783 -13.5484 23.0282  0.072
H -13.0400 -12.4881 23.1779  0.075
H -11.4467 -11.6423 21.4051  0.109
H -11.0829 -9.5835 23.6283  0.086
H -12.6534 -10.0435 23.2678  0.074
H -11.6074 -9.3902 21.9629  0.039
H -9.5573 -12.4422 22.3340  0.037
C -12.2994 -8.0871 19.3836  -0.067
C -11.5837 -6.7954 19.6878  -0.491
C -10.5457 -6.9812 20.8233  -0.055
O -10.9281 -6.3121 18.5130  -0.048
H -11.6089 -8.8713 19.0676  0.080
H -13.1463 -7.9672 18.7076  0.081
H -12.7352 -8.4851 20.3079  0.055
H -12.2829 -6.0367 20.0590  0.131
H -9.9309 -6.0768 20.7768  0.072
H -9.9023 -7.8235 20.5709  0.081
H -10.9754 -7.0176 21.8213  0.071
H -10.9287 -5.3539 18.5896  0.083
C -12.3985 -12.1489 12.6529  -0.047
C -12.8525 -12.1613 14.1217  -0.433
C -14.1309 -11.3280 14.3103  -0.055
O -13.1702 -13.5562 14.4652  -0.111
H -12.2122 -11.0997 12.4026  0.085
H -13.1975 -12.6163 12.0840  0.079
H -11.4563 -12.6687 12.4936  0.079
H -12.1244 -11.9634 14.9073  0.133
H -13.8530 -10.2864 14.4815  0.082
H -14.6896 -11.7381 15.1485  0.073
H -14.7709 -11.3539 13.4262  0.076
H -13.8320 -13.8883 13.8502  0.083
O -11.6540 -17.8177 18.1742  -0.043
H -11.8702 -18.7188 18.4361  0.059
H -11.5084 -17.8611 17.2214  0.066
O -10.5379 -14.1951 15.9435  -0.058
H -10.6199 -14.0178 16.8904  0.012
H -11.3675 -13.8745 15.5699  -0.017
O -9.3769 -10.9191 19.1734  -0.067
H -9.8782 -11.7497 19.1553  -0.009
H -8.8561 -10.9674 19.9833  0.024
O -8.5998 -13.8011 21.1255  -0.042
H -8.0894 -14.3627 21.7191  0.056
H -8.3127 -14.0536 20.2402  0.053
O -10.4611 -15.6450 19.6586  -0.050
H -10.7146 -15.9121 20.5486  0.064
H -10.7613 -16.3702 19.0843  0.016

Its SMILES is CC(C)O.CC(C)O.CC(C)O.CC(C)O.CC(C)O.CC(C)O.O.O.O.O.O. As for the multiplicity: 1. The lowest unoccupied orbital energy is 0.007 Eh. The value obtained for the HOMO-LUMO gap is 9.82 eV.

***

Computed stability ranking, most favorable first: x), w)